1.
{
  "formula": "C7H6IN",
  "method": "ωB97M-V/def2-TZVPD",
  "energy_ev": -16945.707,
  "smiles": "N#C[C@@H]1C=CC=C(I)C1",
  "homo_lumo_gap_ev": 9.1,
  "relative_energy_kcal_mol": 0.0,
  "lumo_energy_ev": 0.233,
  "e_homo_ev": -8.845,
  "elements": ["N", "C", "C", "C", "C", "C", "C", "I", "C", "H", "H", "H", "H", "H", "H"],
  "xyz": [[-0.218, 3.139, -0.775], [0.047, 2.190, -0.200], [0.418, 0.985, 0.540], [1.127, 0.043, -0.410], [0.397, -0.675, -1.260], [-1.052, -0.572, -1.234], [-1.645, -0.127, -0.128], [-3.750, 0.095, -0.049], [-0.866, 0.325, 1.062], [1.065, 1.265, 1.375], [2.203, 0.016, -0.394], [0.837, -1.334, -1.990], [-1.608, -0.868, -2.108], [-0.626, -0.538, 1.693], [-1.432, 1.040, 1.662]],
  "mulliken_charge": [-0.45, 0.22, -0.03, -0.65, -0.29, -0.22, -0.25, 0.07, -0.77, 0.43, 0.40, 0.39, 0.41, 0.29, 0.46]
}


2.
{
  "formula": "C2H6O2",
  "method": "ωB97M-V/def2-TZVPD",
  "energy_ev": -6264.368,
  "smiles": "CC=O.O",
  "homo_lumo_gap_ev": 10.7,
  "relative_energy_kcal_mol": 43.5,
  "lumo_energy_ev": 0.867,
  "e_homo_ev": -9.801,
  "elements": ["C", "C", "O", "H", "H", "H", "H", "O", "H", "H"],
  "xyz": [[-0.292, 1.108, 0.082], [-0.770, 0.040, -0.834], [0.052, -0.497, -1.608], [0.580, 1.648, -0.177], [-0.225, 0.667, 1.190], [-0.885, 2.172, 0.220], [-1.783, -0.128, -0.940], [0.950, -1.435, 0.656], [1.571, -1.529, -0.009], [0.802, -2.046, 1.419]],
  "mulliken_charge": [-0.84, 0.15, -0.54, 0.29, 0.20, 0.29, 0.45, -0.58, 0.27, 0.30]
}


3.
{
  "formula": "C5H8N3O3",
  "method": "ωB97M-V/def2-TZVPD",
  "total_charge": 1,
  "energy_ev": -15912.011,
  "homo_lumo_gap_ev": [8.7, 8.7],
  "relative_energy_kcal_mol": 208.1,
  "lumo_energy_ev": [-6.334, -6.334],
  "e_homo_ev": [-15.034, -15.032],
  "elements": ["C", "C", "C", "C", "C", "N", "N", "N", "O", "O", "O", "H", "H", "H", "H", "H", "H", "H", "H"],
  "xyz": [[1.385, -0.148, -0.267], [0.618, 0.834, 0.225], [0.929, 2.025, 1.027], [0.952, -1.147, -1.203], [-1.683, 0.536, 0.824], [-0.835, -0.031, -1.428], [0.535, -2.380, -0.546], [-0.769, 0.769, -0.325], [0.158, 2.918, 1.252], [1.274, -3.300, -0.696], [-0.446, -2.467, 0.129], [2.465, -0.367, -0.083], [1.838, 1.987, 1.671], [1.632, -1.435, -2.019], [-1.526, 1.236, 1.565], [-2.622, 0.567, 0.371], [-1.631, -0.410, 1.229], [-1.146, -0.934, -1.106], [-1.129, 1.748, -0.621]],
  "mulliken_charge": [-0.43, 0.54, -0.29, -0.22, -0.93, -1.04, 0.99, 0.56, -0.41, -0.53, -0.54, 0.42, 0.36, 0.42, 0.37, 0.45, 0.38, 0.44, 0.47]
}


Q: Number 1 is which compound?
A: C7H6IN